1.
Below is C22H29DyN3P2 as an isolated structure at a distorted geometry, with properties calculated with ωB97M-V/def2-TZVPD.

```
57
C22H29DyN3P2 | the Open Molecules 2025 dataset | ωB97M-V/def2-TZVPD
C -1.2881 3.4378 -2.2228
C -1.0643 2.1314 -1.7893
C 0.2745 1.6812 -1.6599
C 1.3731 2.5272 -1.9982
C 1.0837 3.8555 -2.4121
C -0.2227 4.2938 -2.5281
C 2.6697 1.9910 -1.9301
C 2.8600 0.6024 -1.8859
C 1.7320 -0.2282 -1.6109
C 1.8205 -1.6449 -1.7173
C 3.0529 -2.2069 -2.0412
C 4.1868 -1.4101 -2.2434
C 4.1063 -0.0358 -2.1335
H -2.3115 3.8023 -2.3157
H 1.9203 4.5022 -2.6733
H -0.4367 5.3085 -2.8567
H 3.5349 2.6267 -2.1184
H 3.1370 -3.2894 -2.1343
H 5.1359 -1.8907 -2.4748
H 4.9821 0.5927 -2.2858
N 0.5435 0.3914 -1.2008
Dy 0.3352 0.0600 0.9671
C -2.2235 1.2446 -1.3645
H -2.1934 0.2587 -1.8525
H -3.1901 1.7198 -1.5862
C 0.6296 -2.5442 -1.4033
H -0.2906 -2.2312 -1.9228
H 0.8470 -3.5906 -1.6659
P -2.2051 0.9429 0.4618
P 0.2251 -2.5755 0.4130
C 1.5559 -3.6744 1.0067
H 1.5807 -3.6531 2.1050
H 1.3582 -4.6998 0.6591
H 2.5295 -3.3384 0.6281
C -1.2206 -3.6679 0.5458
H -0.9360 -4.6906 0.2541
H -1.5634 -3.6665 1.5906
H -2.0327 -3.2970 -0.0950
C -2.6952 2.6114 1.0173
H -3.6971 2.8490 0.6326
H -2.7029 2.6408 2.1147
H -1.9786 3.3556 0.6477
C -3.7282 -0.0033 0.7484
H -3.8767 -0.1172 1.8309
H -4.5817 0.5346 0.3125
H -3.6343 -0.9984 0.2930
H 3.7425 3.5107 -0.4151
H 3.5651 3.4586 0.3164
N -1.8626 -0.3256 4.7027
C -1.3011 -1.5948 4.8592
C -0.3986 -1.7498 3.8556
N -0.4186 -0.5867 3.0692
C -1.3145 0.2491 3.6260
H -2.5809 0.0821 5.2957
H -1.5881 -2.2559 5.6583
H 0.2730 -2.5647 3.6098
H -1.5174 1.2694 3.3166
```

Computed properties:
- E_LUMO (spin up / spin down): -0.0993 / -0.0973 Eh
- Largest force on an atom: 0.0638 Eh/bohr
- DFT total energy: -70409.8324 eV
- Multiplicity: 6
- Total charge: +1


2.
Below is C12H12O6 as an isolated structure at a distorted geometry, with properties calculated with ωB97M-V/def2-TZVPD.

```
30
C12H12O6 | the Open Molecules 2025 dataset | ωB97M-V/def2-TZVPD
O -0.9609 -2.7927 1.4548
C -0.0845 -2.2662 0.6224
O -0.0455 -2.4292 -0.7119
H -0.8153 -3.2199 -0.9382
C 0.8321 -1.4268 0.8990
H 1.7300 -1.8087 0.9803
H 0.5604 -1.1663 2.2749
C 0.7301 0.0648 0.0889
C -0.7618 0.3882 -0.2265
C -1.5935 0.3972 0.8984
C -3.0246 0.9023 0.6690
C -3.5053 0.9869 -0.7523
C -2.4672 0.6329 -1.8000
C -1.1316 0.6436 -1.3952
H -0.4844 0.4758 -2.3946
H -2.8863 0.9238 -2.5812
H -4.4059 0.9305 -0.8007
H -3.7024 0.7023 1.5519
H -1.2091 0.4058 1.8636
C 1.1805 1.3133 1.1161
O 1.7298 2.2009 0.3985
O 0.7771 1.3424 2.4418
H 1.1637 2.1869 2.7747
C 1.5802 -0.0320 -0.8670
C 3.1007 -0.1410 -0.9065
O 3.6498 -1.3836 -0.5072
O 3.8624 0.5984 -0.5351
H 3.3548 1.7606 -0.5471
H 1.2256 -0.9796 -1.5048
H 1.6010 0.7893 -1.5661
```

Computed properties:
- E_LUMO: 0.0019 Eh
- Largest force on an atom: 0.3816 Eh/bohr
- DFT total energy: -24909.8869 eV
- Total charge: 0
- Energy relative to the best compared isomer or geometry (same formula, charge and spin): 1091.3 kJ/mol


3.
Below is C39H32ClO5P2Pt as an isolated structure at a distorted geometry, with properties calculated with ωB97M-V/def2-TZVPD.

```
80
C39H32ClO5P2Pt | the Open Molecules 2025 dataset | ωB97M-V/def2-TZVPD
Pt 0.7591 0.5279 -1.5396
O 3.3067 -2.2236 -2.9262
Cl 1.9783 -1.8471 -2.7503
O 1.0633 -2.7562 -3.2995
O 1.6934 -1.6915 -1.3313
O 1.7449 -0.5370 -3.3292
C -0.0885 -3.2823 3.4153
C 0.6686 -3.4091 2.0780
C 1.3565 -4.7727 1.9687
C -0.3590 -3.2193 0.9733
C -1.1401 -4.2436 0.4495
C -2.1254 -4.0028 -0.4971
C -2.3553 -2.7239 -0.9754
C -1.5714 -1.6870 -0.4892
P -1.6206 0.0345 -1.0694
C -3.3416 0.5275 -0.7349
C -3.6786 0.8058 0.5868
C -4.9982 1.0380 0.9237
C -5.9772 1.0027 -0.0584
C -5.6339 0.7706 -1.3810
C -4.3139 0.5408 -1.7290
C -1.4440 0.0733 -2.8888
C -1.4288 -1.0032 -3.7710
C -1.1915 -0.7769 -5.1177
C -0.9611 0.5059 -5.5941
C -0.9537 1.5843 -4.7214
C -1.1784 1.3734 -3.3720
C -0.6127 -1.9377 0.4971
O 0.0517 -0.8365 0.9566
C 1.2893 -1.0491 1.4895
C 2.1600 0.0436 1.4069
C 3.4492 -0.0775 1.9083
C 3.8327 -1.2699 2.4978
C 2.9646 -2.3487 2.5500
C 1.6763 -2.2703 2.0298
P 1.5566 1.4345 0.4186
C 0.2960 2.3102 1.3763
C 0.0211 2.0411 2.7108
C -0.9719 2.7559 3.3601
C -1.6801 3.7355 2.6846
C -1.4126 4.0013 1.3496
C -0.4292 3.2862 0.6957
C 2.9657 2.5632 0.2956
C 3.2303 3.4954 1.2961
C 4.3487 4.3031 1.1983
C 5.1970 4.1830 0.1087
C 4.9295 3.2648 -0.8954
C 3.8117 2.4549 -0.8057
H -0.8398 -4.0615 3.5056
H -0.5841 -2.3154 3.4737
H 0.6040 -3.3663 4.2469
H 0.6320 -5.5787 2.0333
H 2.0589 -4.9177 2.7825
H 1.8919 -4.8501 1.0249
H -0.9992 -5.2544 0.7932
H -2.7060 -4.8271 -0.8817
H -3.1314 -2.5306 -1.7037
H -2.8989 0.8301 1.3357
H -5.2662 1.2468 1.9484
H -7.0101 1.1617 0.2076
H -6.3972 0.7670 -2.1449
H -4.0420 0.3560 -2.7584
H -1.5829 -2.0100 -3.4149
H -1.1815 -1.6126 -5.7997
H -0.7790 0.6676 -6.6446
H -0.7722 2.5833 -5.0878
H -1.2587 2.2165 -2.6874
H 4.1485 0.7394 1.8193
H 4.8328 -1.3798 2.8874
H 3.3051 -3.2636 3.0068
H 0.5707 1.2740 3.2353
H -1.1996 2.5453 4.3941
H -2.4462 4.2950 3.1969
H -1.9769 4.7562 0.8243
H -0.2079 3.4670 -0.3499
H 2.5628 3.5960 2.1388
H 4.5576 5.0315 1.9674
H 6.0682 4.8132 0.0384
H 5.5876 3.1888 -1.7478
H 3.5764 1.7412 -1.5886
```

Computed properties:
- E_LUMO (spin up / spin down): -0.1825 / -0.1820 Eh
- Largest force on an atom: 0.0470 Eh/bohr
- DFT total energy: -85533.6422 eV
- Total charge: +1


4.
Below is a 2-piece molecular cluster, C4H12N2O overall at a distorted geometry, with properties calculated with ωB97M-V/def2-TZVPD.

```
19
C4H12N2O | the Open Molecules 2025 dataset | ωB97M-V/def2-TZVPD
C 1.2287 -0.0123 3.2929
C 1.3994 0.4271 1.8605
C 0.2481 1.0682 -0.2392
C -1.3512 -0.5560 -2.1506
H 0.1983 -0.3093 3.5117
H 1.4740 0.8501 3.9414
H 1.9455 -0.7994 3.5032
H -0.6058 0.3058 1.5950
H 1.2805 1.0706 -0.5822
H -0.3254 0.4227 -0.9418
H -0.1654 2.0909 -0.2320
H -1.8105 -2.2767 -3.2308
H -1.0442 -1.1147 -4.0957
H -0.8181 0.4288 -2.3547
H -2.4615 -0.3080 -2.0483
H -0.9399 -0.8838 -1.1823
N 0.2710 0.5349 1.1125
N -1.0294 -1.5910 -3.1675
O 2.5059 0.6521 1.4080
```

Computed properties:
- E_LUMO: 0.0279 Eh
- Largest force on an atom: 0.0523 Eh/bohr
- SMILES string: CNC(C)=O.CN
- DFT total energy: -9369.5050 eV
- Total charge: 0
- Energy relative to the best compared isomer or geometry (same formula, charge and spin): 162.9 kJ/mol


5.
Below is a 2-piece molecular cluster, C29H48N4O4 overall at a distorted geometry, with properties calculated with ωB97M-V/def2-TZVPD.

```
85
C29H48N4O4 | the Open Molecules 2025 dataset | ωB97M-V/def2-TZVPD
C 4.5774 -2.4513 2.7893
C 5.2794 -2.3495 1.3219
C 6.7040 -3.1195 1.2051
N 4.6625 -1.7104 0.3282
C 5.3431 -0.4108 -0.0363
C 6.0593 0.1597 1.2625
N 6.5302 0.7041 2.2389
C 6.5451 -0.6807 -1.1268
C 6.0708 -1.5178 -2.4139
C 6.0484 -3.1368 -2.1744
O 5.9289 -3.7144 -3.5281
C 4.2612 0.5153 -0.7565
C 3.0456 -0.4672 -1.2162
N 2.0039 -1.0859 -1.3071
C 3.7141 1.8013 0.0027
C 2.1408 1.7289 0.4494
C 1.1320 2.2202 -0.7194
C -0.3055 2.7151 -0.1909
C -1.3018 1.4296 -0.0904
C -2.8260 2.0017 -0.1589
C -3.6460 1.3793 -1.4142
C -4.8905 0.4698 -0.9532
C -4.4150 -0.9559 -0.3349
C -5.5851 -1.4280 0.6772
C -5.1797 -2.8947 1.2779
C -5.5503 -4.0830 0.2555
N -4.3845 -4.6938 -0.4481
C -3.2684 -5.4028 0.2015
C -2.3563 -5.8791 -0.9642
C -3.0198 -5.4065 -2.3349
C -4.3342 -4.6338 -1.9201
H 3.4749 -2.1412 2.7697
H 5.2226 -1.7692 3.4723
H 4.7446 -3.5295 3.1530
H 7.5987 -2.3914 1.1044
H 6.6660 -3.9174 0.3875
H 6.8996 -3.6915 2.1985
H 7.4977 -1.0937 -0.6474
H 6.8220 0.3827 -1.5142
H 6.8978 -1.3647 -3.2187
H 5.1010 -1.1427 -2.9053
H 7.0966 -3.4363 -1.7953
H 5.1917 -3.4746 -1.4994
H 6.7885 -3.5182 -3.9844
H 4.7224 0.8726 -1.7613
H 3.7497 2.6871 -0.7509
H 4.2807 2.1576 0.9251
H 2.0452 2.5294 1.2903
H 1.8529 0.7342 0.9334
H 0.9831 1.3486 -1.4509
H 1.6367 3.0651 -1.3401
H -0.2349 3.3077 0.7856
H -0.7351 3.4047 -1.0232
H -1.1212 0.7098 -0.9727
H -1.0933 0.9182 0.9312
H -2.8527 3.1570 -0.2101
H -3.3310 1.7256 0.8487
H -2.9639 0.7625 -2.1131
H -4.0194 2.2769 -2.0407
H -5.5604 0.2204 -1.8505
H -5.5566 0.9927 -0.1650
H -3.4492 -0.8986 0.2768
H -4.3643 -1.7425 -1.1689
H -6.5561 -1.5662 0.0833
H -5.7799 -0.6885 1.5295
H -5.8709 -3.0377 2.2033
H -4.1046 -2.9069 1.6687
H -6.2236 -3.6290 -0.5621
H -6.1252 -4.8986 0.8313
H -3.1081 -5.5676 1.3318
H -1.3880 -6.4940 -0.8888
H -2.6384 -5.6084 -3.3992
H -5.0795 -4.1719 -2.6494
C -5.3063 7.8495 0.2578
O -4.6688 7.8916 1.5332
C -3.8411 6.8583 1.7705
O -3.6129 5.9439 1.0152
O -3.3119 7.0213 2.9962
C -2.4066 5.9895 3.3842
H -5.9475 8.7282 0.1758
H -4.5658 7.8863 -0.5448
H -5.9301 6.9570 0.1678
H -1.5508 5.9523 2.7058
H -2.9151 5.0230 3.4184
H -2.0428 6.2234 4.3857
```

Computed properties:
- E_LUMO: -0.0149 Eh
- Largest force on an atom: 0.1313 Eh/bohr
- SMILES string: CC(C)=N[C@@](C#N)(CCCO)[C@@H](C#N)CCCCCCCCCCCCn1cccc1.COC(=O)OC
- DFT total energy: -44989.9155 eV
- Total charge: 0
- Energy relative to the best compared isomer or geometry (same formula, charge and spin): 533.5 kJ/mol


6.
Below is one molecule with the formula C2H9BO2Si at a distorted geometry, with properties calculated with ωB97M-V/def2-TZVPD.

```
15
C2H9BO2Si | the Open Molecules 2025 dataset | ωB97M-V/def2-TZVPD
C 2.1646 -0.6333 -0.0800
C 1.2290 0.6345 0.4211
O 0.3323 0.9621 -0.6979
B -1.0893 0.7512 -0.3631
O -2.0028 1.9320 -0.5345
Si -1.9118 -0.8932 0.2235
H 1.8894 -1.6331 0.4647
H 3.3196 -0.3839 -0.0485
H 1.9184 -0.8164 -1.2336
H 1.9831 1.5411 0.5867
H 0.6998 0.4652 1.4514
H -2.1423 1.9476 -1.5468
H -3.1789 -1.2132 -0.4620
H -0.9309 -1.9686 0.1763
H -2.2800 -0.6920 1.6426
```

Computed properties:
- E_LUMO: 0.0129 Eh
- Largest force on an atom: 0.0907 Eh/bohr
- SMILES string: CCOB(O)[SiH3]
- DFT total energy: -14868.1115 eV
- Total charge: 0


7.
Below is a 4-piece molecular cluster, C3H12O4 overall at a distorted geometry, with properties calculated with ωB97M-V/def2-TZVPD.

```
19
C3H12O4 | the Open Molecules 2025 dataset | ωB97M-V/def2-TZVPD
O 0.0690 0.0929 1.2632
C -0.0965 -0.9215 1.9479
C -0.2590 -2.3595 1.4090
C 0.0957 -2.5815 -0.0333
H -0.3788 -0.7926 2.9824
H -1.2653 -2.6858 1.5671
H 0.3480 -3.0355 2.0362
H 0.0547 -1.6343 -0.5744
H -0.4531 -3.2622 -0.6505
H 1.1738 -2.7503 -0.1209
H 0.2695 3.3623 -1.7592
H -0.4198 2.2732 -1.1422
O 0.0988 2.4363 -1.9762
H -1.5750 0.2772 -4.3611
H -0.5366 -0.6927 -4.7429
O -1.1602 -0.4982 -3.9799
H 1.4941 3.3654 1.8072
H 0.7451 2.0437 2.1174
O 1.2552 2.8074 2.5553
```

Computed properties:
- E_LUMO: 0.0229 Eh
- Largest force on an atom: 0.0530 Eh/bohr
- SMILES string: CCC=O.O.O.O
- DFT total energy: -11494.6036 eV
- Total charge: 0
- Energy relative to the best compared isomer or geometry (same formula, charge and spin): 111.8 kJ/mol


8.
Below is C4H5NS2 as an isolated structure at a distorted geometry, with properties calculated with ωB97M-V/def2-TZVPD.

```
12
C4H5NS2 | the Open Molecules 2025 dataset | ωB97M-V/def2-TZVPD
C -0.1778 0.6963 1.0861
C 0.6186 -0.6999 -0.8272
C 0.0831 0.3844 -1.7385
C -0.8332 1.4604 -2.0440
H 0.2586 0.7731 2.3265
H -1.3750 0.4192 1.0585
H 0.1227 1.5399 0.3575
H 0.7292 -3.0465 1.1546
H -1.3456 2.7548 -2.1394
N 0.3933 -0.4945 0.5053
S 0.4604 -1.7018 1.8451
S 1.0656 -2.0855 -1.5844
```

Computed properties:
- E_LUMO: -0.0298 Eh
- Largest force on an atom: 0.2176 Eh/bohr
- DFT total energy: -27381.3881 eV
- Total charge: 0
- Energy relative to the best compared isomer or geometry (same formula, charge and spin): 803.5 kJ/mol


Question: Which value of DFT total energy does entry 7 give?
Answer: -11494.6036 eV


Please write out number 4 again, unchanged.
Below is a 2-piece molecular cluster, C4H12N2O overall at a distorted geometry, with properties calculated with ωB97M-V/def2-TZVPD.

```
19
C4H12N2O | the Open Molecules 2025 dataset | ωB97M-V/def2-TZVPD
C 1.2287 -0.0123 3.2929
C 1.3994 0.4271 1.8605
C 0.2481 1.0682 -0.2392
C -1.3512 -0.5560 -2.1506
H 0.1983 -0.3093 3.5117
H 1.4740 0.8501 3.9414
H 1.9455 -0.7994 3.5032
H -0.6058 0.3058 1.5950
H 1.2805 1.0706 -0.5822
H -0.3254 0.4227 -0.9418
H -0.1654 2.0909 -0.2320
H -1.8105 -2.2767 -3.2308
H -1.0442 -1.1147 -4.0957
H -0.8181 0.4288 -2.3547
H -2.4615 -0.3080 -2.0483
H -0.9399 -0.8838 -1.1823
N 0.2710 0.5349 1.1125
N -1.0294 -1.5910 -3.1675
O 2.5059 0.6521 1.4080
```

Computed properties:
- E_LUMO: 0.0279 Eh
- Largest force on an atom: 0.0523 Eh/bohr
- SMILES string: CNC(C)=O.CN
- DFT total energy: -9369.5050 eV
- Total charge: 0
- Energy relative to the best compared isomer or geometry (same formula, charge and spin): 162.9 kJ/mol